The following is a DFT calculation (ωB97M-V with the def2-TZVPD basis set) of a molecular structure, C28H16BBr4F4GaIO2P.

The geometry in XYZ format:
```
58
Properties=species:S:1:pos:R:3:forces:R:3:nbo_charge:R:1
Ga 0.252 -0.102 -1.819 -0.01 -0.22 0.68 1.782
I -2.442 1.233 -1.691 -0.14 -0.03 -0.05 0.340
C -3.425 -0.375 -0.779 -0.09 -0.15 0.11 -0.164
C -4.525 -0.851 -1.439 0.14 0.18 -0.14 -0.222
C -5.398 -1.768 -0.830 -0.03 -0.06 0.10 -0.188
C -5.189 -2.123 0.468 -0.03 0.00 -0.08 -0.172
C -4.056 -1.656 1.173 -0.03 -0.01 0.03 -0.079
C -3.913 -1.991 2.542 0.05 0.04 -0.02 -0.133
C -2.838 -1.562 3.257 -0.07 -0.04 -0.02 -0.222
C -1.804 -0.887 2.587 0.01 0.00 -0.01 -0.152
C -1.880 -0.555 1.255 0.01 -0.08 0.06 -0.378
P -0.255 -0.104 0.546 0.06 0.25 0.02 0.895
C 0.930 -1.230 1.332 0.05 0.08 0.06 -0.373
C 1.685 -0.860 2.443 -0.02 0.03 -0.01 -0.207
C 2.587 -1.755 2.997 0.01 -0.02 -0.01 -0.194
C 2.742 -3.018 2.446 0.01 0.03 0.02 -0.186
C 1.996 -3.387 1.336 0.01 -0.03 -0.01 -0.214
C 1.097 -2.496 0.776 -0.06 -0.02 -0.06 -0.125
C 0.171 1.563 1.111 -0.07 -0.04 -0.02 -0.376
C 1.467 2.027 0.876 0.02 -0.06 -0.06 -0.222
C 1.802 3.330 1.198 0.03 0.03 0.01 -0.135
C 0.852 4.176 1.755 -0.03 -0.01 0.01 -0.204
C -0.435 3.718 1.990 0.02 0.01 -0.01 -0.206
C -0.780 2.413 1.666 -0.04 0.00 0.02 -0.194
C -3.086 -0.840 0.527 0.14 0.12 -0.06 0.019
H -4.744 -0.491 -2.435 -0.01 -0.01 0.00 0.236
H -6.251 -2.139 -1.380 -0.01 0.00 -0.01 0.227
H -5.885 -2.769 0.987 -0.01 0.00 0.00 0.219
H -4.689 -2.587 3.004 0.00 -0.01 0.02 0.219
H -2.736 -1.790 4.309 -0.01 -0.01 0.01 0.226
H -0.898 -0.680 3.141 0.04 0.02 -0.02 0.226
H 1.585 0.130 2.871 -0.03 -0.01 -0.02 0.226
H 3.174 -1.458 3.856 0.01 -0.01 0.00 0.220
H 3.452 -3.713 2.874 0.01 0.00 0.01 0.220
H 2.125 -4.366 0.893 0.00 -0.01 0.00 0.224
H 0.533 -2.789 -0.102 -0.01 0.01 0.00 0.225
H 2.208 1.367 0.440 0.00 0.01 0.01 0.244
H 2.807 3.684 1.008 0.01 0.01 0.00 0.219
H 1.115 5.196 2.003 0.01 0.01 -0.01 0.221
H -1.178 4.377 2.420 -0.01 0.01 0.01 0.221
H -1.789 2.063 1.843 0.01 -0.02 -0.01 0.225
Br 4.425 4.453 -4.445 0.02 0.01 -0.01 0.102
C 3.718 2.979 -3.510 -0.03 0.03 -0.02 -0.162
C 4.551 2.130 -2.790 0.07 0.04 -0.01 -0.141
Br 6.409 2.441 -2.720 -0.01 -0.01 0.00 0.100
C 4.011 1.041 -2.102 -0.06 0.00 0.01 -0.194
Br 5.054 -0.127 -1.057 0.00 -0.02 0.02 0.096
C 2.649 0.796 -2.140 0.00 0.10 -0.07 0.288
O 2.073 -0.216 -1.477 0.03 -0.05 -0.19 -0.884
C 1.803 1.671 -2.858 -0.06 -0.08 0.06 0.210
O 0.474 1.421 -2.813 0.21 -0.04 -0.08 -0.874
C 2.338 2.748 -3.537 0.03 -0.01 0.02 -0.145
Br 1.138 3.875 -4.447 -0.02 0.00 0.00 0.101
F -0.847 -3.401 -3.738 0.02 -0.15 0.01 -0.513
B -0.624 -2.082 -3.663 0.35 0.00 -0.08 1.381
F -0.641 -1.748 -2.060 -0.16 0.09 -0.22 -0.615
F -1.576 -1.268 -4.174 -0.21 0.08 0.04 -0.520
F 0.662 -1.646 -3.927 -0.09 0.02 -0.03 -0.518
```
Forces are in eV/Å.

Properties
- Lowest unoccupied orbital energy: -0.80 eV
- M: 1018.5 Da
- HOMO: -8.0 eV
- Frontier orbital gap: 7.15 eV
- ΔE to the lowest compared entry with this formula, charge and spin: 0.0 kcal/mol


The following is a DFT calculation (ωB97M-V with the def2-TZVPD basis set) of a molecular structure, C28H16Cl5IrN5O4Se.

The geometry in XYZ format:
```
60
Properties=species:S:1:pos:R:3:forces:R:3:nbo_charge:R:1
Ir -0.273 1.396 -0.362 -0.39 0.50 -0.61 0.871
N 0.679 3.269 -0.399 0.05 -0.05 -0.06 -0.756
C -0.329 4.289 -0.170 -0.04 0.06 0.11 0.156
C -0.244 5.594 -0.547 0.02 0.02 0.00 -0.185
C -1.254 6.500 -0.148 0.00 -0.01 0.01 -0.169
C -2.286 6.091 0.646 0.02 -0.02 0.01 -0.143
C -2.386 4.735 1.050 0.01 0.03 -0.02 -0.084
C -3.413 4.225 1.872 -0.03 -0.01 0.03 -0.037
C -3.433 2.892 2.190 0.01 0.02 0.00 -0.258
C -2.455 2.045 1.663 0.04 0.03 0.02 0.125
N -1.481 2.485 0.881 0.31 -0.16 0.22 -0.451
C -1.410 3.833 0.601 -0.10 -0.04 -0.02 0.131
H 1.250 3.445 -1.224 -0.11 0.10 -0.06 0.427
H 1.316 3.290 0.402 0.11 -0.02 -0.09 0.428
H 0.597 5.947 -1.132 0.00 0.00 0.00 0.247
H -1.186 7.533 -0.461 0.00 0.00 0.00 0.255
H -3.040 6.794 0.976 0.00 0.00 0.00 0.250
H -4.177 4.894 2.248 0.00 0.00 0.00 0.253
H -4.200 2.474 2.827 0.00 0.00 0.00 0.263
H -2.470 0.987 1.877 0.02 0.00 0.01 0.215
Se -1.865 -1.595 0.777 0.31 0.14 -0.08 1.694
N -1.533 -0.237 -0.392 0.05 -0.56 0.17 -0.886
C -2.353 -0.452 -1.474 0.17 0.19 -0.20 0.249
C -2.430 0.344 -2.619 0.01 -0.01 0.05 -0.333
C -3.325 0.000 -3.607 -0.04 0.02 -0.04 -0.074
C -4.184 -1.127 -3.489 -0.01 0.00 -0.03 -0.194
C -4.156 -1.905 -2.378 -0.03 -0.02 0.00 -0.173
C -3.234 -1.586 -1.339 -0.10 0.11 -0.10 0.122
N -3.163 -2.268 -0.210 0.03 -0.33 0.28 -0.634
H -1.808 1.224 -2.732 -0.03 0.00 -0.03 0.218
H -3.383 0.608 -4.499 0.00 0.00 0.00 0.240
H -4.868 -1.352 -4.296 0.00 0.00 0.00 0.252
H -4.803 -2.762 -2.249 0.00 0.00 0.00 0.258
Cl 1.747 1.699 2.604 -0.01 -0.01 0.02 0.063
C 2.412 1.025 1.167 0.07 0.05 0.00 -0.020
C 1.615 0.902 0.052 -0.35 -0.38 0.45 -0.127
C 2.155 0.416 -1.104 0.02 -0.14 0.00 -0.099
Cl 0.881 0.398 -2.322 0.06 0.00 0.16 0.182
C 3.460 0.008 -1.259 -0.01 0.00 -0.12 -0.077
Cl 4.006 -0.601 -2.753 -0.01 0.01 0.00 0.125
C 4.282 0.150 -0.138 0.00 0.07 0.21 -0.080
Cl 5.932 -0.253 -0.278 0.01 -0.04 0.12 0.135
C 3.760 0.649 1.073 0.05 -0.06 -0.13 -0.097
Cl 4.769 0.821 2.435 0.04 -0.03 -0.02 0.136
O -0.678 -2.934 0.338 -0.43 0.40 -0.44 -0.691
C 0.441 -2.891 1.112 0.11 -0.02 0.70 0.793
O 0.589 -1.993 1.910 0.14 0.07 -0.40 -0.594
C 1.330 -4.047 0.900 0.03 -0.01 -0.09 -0.210
C 0.968 -5.091 0.045 0.02 0.05 -0.05 -0.123
C 1.815 -6.172 -0.122 -0.07 -0.02 -0.04 -0.204
C 3.021 -6.223 0.559 0.05 -0.03 0.04 -0.158
C 3.354 -5.182 1.407 -0.11 0.09 -0.02 0.093
C 2.535 -4.087 1.597 -0.02 -0.12 -0.01 -0.160
N 4.630 -5.251 2.150 -0.02 0.02 0.07 0.517
O 4.881 -4.327 2.893 0.03 0.14 0.04 -0.364
O 5.326 -6.221 1.970 0.03 -0.06 -0.06 -0.338
H 0.025 -5.055 -0.482 0.02 -0.02 0.01 0.237
H 1.535 -6.983 -0.778 0.00 0.00 0.00 0.243
H 3.698 -7.059 0.453 0.00 0.01 0.00 0.270
H 2.813 -3.306 2.287 0.04 0.06 0.02 0.271
```
Forces are in eV/Å.

Properties
- 2S+1: 2
- Lowest unoccupied orbital energy (spin up / spin down): -7.06 / -7.92 eV
- M: 934.9 Da
- HOMO (spin up / spin down): -13.8 / -14.3 eV
- Frontier orbital gap (spin up / spin down): 6.76 / 6.38 eV
- ΔE to the lowest compared entry with this formula, charge and spin: 28.4 kcal/mol
- Total charge: +2